(1)
A single C19H17F2N3O molecule in a non-equilibrium geometry. Source: OMol25; level of theory: ωB97M-V/def2-TZVPD.

XYZ file:
```
42
Properties=species:S:1:pos:R:3:lowdin_charge:R:1
C 1.88 0.58 3.09 -0.0345
C 0.35 0.61 2.93 -0.4331
C -0.15 1.71 3.90 -0.0310
C -0.24 -0.71 3.41 -0.1173
O 0.02 -1.84 2.56 -0.0168
C 0.06 -1.62 1.21 -0.1998
C 0.09 -2.78 0.38 0.0317
C 0.09 -2.71 -1.04 -0.0226
C 0.03 -1.47 -1.67 -0.2077
C 0.07 -1.36 -3.13 -0.1442
C -0.57 -0.33 -3.89 -0.0695
N -0.47 -0.23 -5.25 0.0587
C 0.25 -1.15 -5.93 -0.0765
C 0.86 -2.23 -5.27 -0.2490
F 1.49 -3.20 -5.95 0.0643
C 0.85 -2.29 -3.88 0.0572
C 0.07 -0.32 -0.87 0.0602
C 0.01 -0.36 0.58 -0.0444
C -0.11 0.88 1.45 -0.3634
C 0.62 2.02 0.74 0.0826
C -0.29 2.87 0.20 -0.1874
F 0.03 3.93 -0.57 0.0806
C -1.55 2.32 0.58 -0.3816
N -2.76 2.77 0.21 0.1574
N -1.51 1.25 1.31 0.1715
H 2.42 -0.07 2.39 0.0967
H 2.11 0.24 4.13 0.0995
H 2.33 1.56 3.02 0.0749
H 0.30 1.53 4.86 0.0789
H -1.23 1.73 4.04 0.0855
H 0.19 2.68 3.55 0.0868
H 0.13 -0.90 4.40 0.1288
H -1.32 -0.63 3.43 0.1320
H 0.16 -3.77 0.87 0.1203
H 0.06 -3.62 -1.62 0.1042
H -1.20 0.38 -3.35 0.1091
H 0.24 -1.13 -7.00 0.1095
H 1.39 -3.06 -3.39 0.1108
H 0.03 0.65 -1.37 0.1135
H 1.72 2.11 0.64 0.1478
H -3.56 2.24 0.44 0.0955
H -2.89 3.74 -0.13 0.1210
```

LUMO level = 0.521 eV
SMILES = CC1(C)COc2ccc(-c3cncc(F)c3)cc2[C@]12C=C(F)C(N)=N2
total charge = 0
HOMO = -8.21 eV


(2)
A molecular structure, C36H41BFeO3S in a non-equilibrium geometry. Source: OMol25; level of theory: ωB97M-V/def2-TZVPD.

XYZ file:
```
83
Properties=species:S:1:pos:R:3:mulliken_spin:R:1
C -3.05 4.78 1.90 -0.0038
C -1.77 4.00 1.96 0.0478
C -1.29 3.52 3.19 -0.0038
C -0.13 2.74 3.25 0.0492
C 0.59 2.49 2.09 0.1840
B 2.00 1.62 2.18 0.0763
C 3.08 2.84 2.49 0.2907
C 3.54 3.28 3.71 0.0727
C 4.59 4.25 3.58 0.0070
C 4.94 4.53 2.28 0.1621
C 6.03 5.45 1.84 -0.0031
S 3.87 3.70 1.19 -0.0200
O 2.10 0.74 3.31 0.0375
C 2.45 -0.52 2.74 -0.0190
C 3.35 -1.28 3.72 -0.0026
C 1.18 -1.31 2.55 0.0095
C 3.12 -0.13 1.33 0.0045
C 4.57 0.30 1.55 0.0035
C 2.99 -1.17 0.23 0.0046
O 2.34 1.00 0.94 0.0398
C 0.15 2.98 0.86 0.0262
C -1.02 3.75 0.81 0.0007
H -3.22 5.14 0.88 -0.0003
H -3.93 4.19 2.19 0.0039
H -3.01 5.65 2.56 0.0030
H -1.82 3.75 4.12 0.0018
H 0.24 2.36 4.20 -0.0006
H 3.15 2.97 4.68 0.0015
H 5.10 4.74 4.41 0.0029
H 6.49 5.91 2.72 0.0007
H 6.81 4.92 1.28 0.0119
H 5.62 6.25 1.22 0.0075
H 3.57 -2.29 3.32 -0.0001
H 4.30 -0.75 3.88 0.0000
H 2.84 -1.41 4.68 0.0006
H 1.37 -2.39 2.46 0.0018
H 0.54 -1.17 3.44 0.0079
H 0.65 -0.95 1.66 0.0180
H 5.20 -0.58 1.76 0.0022
H 4.96 0.81 0.66 0.0009
H 4.65 1.01 2.40 0.0061
H 3.48 -2.10 0.53 -0.0003
H 1.93 -1.36 -0.01 -0.0031
H 3.47 -0.80 -0.68 0.0001
H 0.73 2.79 -0.05 0.0018
H -1.35 4.17 -0.15 0.0017
C -7.63 0.69 1.41 0.0022
O -6.98 0.05 2.54 0.0197
C -5.70 -0.39 2.31 0.1335
C -4.82 -0.52 3.42 -0.0697
C -3.49 -0.73 3.19 0.1255
C -3.03 -1.09 1.90 0.0587
C -1.76 -1.70 1.78 0.3829
C -1.56 -2.85 0.96 -0.1727
C -0.29 -3.50 0.62 0.1057
C -0.50 -4.42 -0.45 -0.0470
C -1.92 -4.50 -0.72 0.0831
C -2.59 -3.59 0.18 0.0591
Fe -1.56 -4.89 1.17 2.0106
C -2.75 -5.59 2.61 -0.0597
C -1.41 -5.29 3.10 0.0431
C -0.47 -6.06 2.30 0.0148
C -1.23 -6.85 1.33 -0.0351
C -2.63 -6.55 1.52 0.1382
C -3.92 -0.94 0.80 0.1341
C -5.25 -0.69 1.01 -0.0622
H -8.40 1.32 1.84 0.0004
H -6.90 1.31 0.84 -0.0012
H -8.07 -0.07 0.75 0.0012
H -5.21 -0.39 4.43 -0.0026
H -2.77 -0.76 4.01 0.0053
H -1.05 -1.46 2.57 0.0746
H 0.67 -3.18 1.00 -0.0053
H 0.30 -4.91 -1.01 0.0016
H -2.41 -5.09 -1.49 0.0140
H -3.64 -3.33 0.20 -0.0072
H -3.68 -5.25 3.05 0.0004
H -1.17 -4.69 3.97 0.0062
H 0.60 -6.11 2.47 -0.0014
H -0.82 -7.59 0.64 0.0022
H -3.46 -7.04 1.01 0.0052
H -3.55 -1.09 -0.22 0.0107
H -5.95 -0.68 0.16 -0.0030
```

multiplicity = 5
LUMO level (alpha / beta) = 0.549 / -2.963 eV
total charge = 0
HOMO (alpha / beta) = -5.06 / -8.02 eV


(3)
A molecular structure, C8H15N2OPb2 in a non-equilibrium geometry. Source: OMol25; level of theory: ωB97M-V/def2-TZVPD.

XYZ file:
```
28
Properties=species:S:1:pos:R:3:lowdin_charge:R:1
Pb 2.01 -3.80 5.23 1.6964
Pb -2.78 -3.41 5.02 1.7372
O -0.21 -2.12 3.30 -0.5040
H -0.03 -1.57 2.51 -0.0389
C 5.54 1.24 -0.79 -0.0799
C 4.25 0.35 -0.87 -0.2396
C 3.37 0.37 0.36 -0.2059
C 3.94 -0.18 1.62 -0.2152
N 4.33 -0.62 2.61 0.1087
H 5.92 1.38 -1.80 0.0776
H 6.35 0.87 -0.16 0.0728
H 5.32 2.23 -0.39 0.0760
H 4.44 -0.70 -1.07 0.1100
H 3.73 0.81 -1.71 0.1125
H 2.46 -0.19 0.17 0.1084
H 3.10 1.40 0.60 0.1239
C -5.41 1.25 -1.63 -0.1037
C -4.29 0.27 -2.04 -0.2145
C -3.25 -0.05 -0.86 -0.1543
C -3.78 -0.78 0.32 -0.2378
N -4.18 -1.36 1.21 0.1031
H -6.10 0.68 -1.00 0.0707
H -5.98 1.50 -2.52 0.0823
H -5.05 2.15 -1.12 0.0798
H -3.79 0.78 -2.87 0.1073
H -4.71 -0.67 -2.38 0.1077
H -2.78 0.88 -0.55 0.1135
H -2.45 -0.72 -1.18 0.1059
```

LUMO level = -14.974 eV
total charge = +3
HOMO = -17.38 eV


(4)
A molecular structure, C27H19F5N6O4TeV in a non-equilibrium geometry. Source: OMol25; level of theory: ωB97M-V/def2-TZVPD.

XYZ file:
```
63
Properties=species:S:1:pos:R:3:lowdin_charge:R:1
V -0.54 0.29 -0.91 0.9766
O -2.34 -0.13 2.56 0.0998
C -1.45 0.37 1.90 -0.4207
N -1.61 0.91 0.64 -0.0059
C -2.97 1.08 0.27 -0.2180
C -3.88 1.85 0.98 -0.0044
C -5.20 1.90 0.56 -0.0793
C -5.61 1.17 -0.55 -0.0918
C -4.71 0.41 -1.27 -0.0097
C -3.39 0.38 -0.86 -0.1722
N -2.33 -0.34 -1.48 0.0258
C -2.53 -1.28 -2.41 -0.4423
O -3.57 -1.79 -2.81 0.0558
C -1.22 -1.68 -3.03 -0.1522
C -1.15 -2.70 -3.97 0.0178
C 0.07 -3.00 -4.53 -0.0441
C 1.18 -2.26 -4.14 -0.0413
C 1.03 -1.26 -3.20 -0.0736
N -0.16 -0.98 -2.65 0.0707
C -0.06 0.47 2.50 -0.2105
C 0.22 -0.21 3.68 0.0001
C 1.49 -0.09 4.21 -0.0608
C 2.41 0.73 3.58 -0.0544
C 2.03 1.37 2.41 -0.1281
N 0.82 1.23 1.88 0.1003
H -3.52 2.42 1.83 0.1252
H -5.91 2.51 1.11 0.0978
H -6.65 1.21 -0.86 0.0937
H -5.02 -0.16 -2.13 0.0967
H -2.07 -3.22 -4.22 0.1215
H 0.17 -3.79 -5.26 0.1090
H 2.16 -2.44 -4.57 0.1061
H 1.87 -0.66 -2.89 0.1026
H -0.55 -0.81 4.13 0.1172
H 1.75 -0.61 5.13 0.1024
H 3.41 0.86 3.97 0.0985
H 2.69 2.05 1.88 0.0981
O -0.07 -1.32 0.17 -0.1488
C 0.97 -1.88 0.73 -0.3337
C 0.79 -2.97 1.60 -0.0020
C 1.86 -3.58 2.20 -0.0866
C 3.17 -3.13 1.96 -0.1042
C 3.36 -2.06 1.12 -0.0470
C 2.28 -1.42 0.49 -0.0888
C 2.48 -0.28 -0.37 -0.2689
N 1.54 0.55 -0.84 0.0088
C 2.18 1.54 -1.57 -0.1020
C 3.51 1.31 -1.54 -0.0531
N 3.69 0.16 -0.79 0.1258
H -0.23 -3.30 1.78 0.1233
H 1.70 -4.41 2.87 0.1004
H 4.01 -3.60 2.45 0.0932
H 4.37 -1.69 0.97 0.1006
H 1.63 2.36 -1.99 0.1061
H 4.34 1.87 -1.94 0.1155
H 4.56 -0.26 -0.55 0.1441
F 0.11 5.74 1.02 -0.4536
Te -0.11 3.96 0.48 1.8810
F -1.92 4.51 0.03 -0.5343
F 0.35 4.67 -1.30 -0.5597
F 1.91 3.95 0.78 -0.5802
F -0.79 3.80 2.35 -0.5605
O -0.58 1.68 -1.60 -0.2822
```

LUMO level (alpha / beta) = 1.028 / 1.029 eV
total charge = -1
HOMO (alpha / beta) = -5.45 / -5.45 eV


(5)
6 unconnected molecules or ions with the total composition C24H48O12 in a non-equilibrium geometry. Source: OMol25; level of theory: ωB97M-V/def2-TZVPD.

XYZ file:
```
84
Properties=species:S:1:pos:R:3:lowdin_charge:R:1
C 0.26 2.59 -0.31 -0.0702
C -0.84 1.69 0.08 -0.2471
O -0.73 0.36 -0.40 0.0138
C -1.73 -0.41 -0.15 -0.5300
C -1.50 -1.93 -0.56 0.0730
O -2.83 0.00 0.16 0.0926
H 0.50 3.47 0.26 0.0466
H 0.36 3.07 -1.25 0.0603
H 1.28 1.98 0.03 0.1432
H -0.96 1.86 1.08 0.0957
H -1.67 2.24 -0.47 0.1511
H -0.95 -2.52 0.18 0.0858
H -0.74 -1.72 -1.19 0.0265
H -2.36 -2.37 -0.74 0.0344
C 0.14 -1.68 -6.92 -0.0652
C -1.00 -1.72 -5.89 -0.2135
O -0.79 -0.46 -5.25 -0.0267
C -1.62 -0.25 -4.19 -0.4900
C -1.48 1.09 -3.56 0.0375
O -2.47 -1.09 -3.83 0.0715
H -0.12 -0.83 -7.64 0.1206
H 0.14 -2.63 -7.35 0.0523
H 1.05 -1.70 -6.52 0.0162
H -1.90 -2.03 -6.44 0.1328
H -0.69 -2.51 -5.09 0.1376
H -2.08 1.03 -2.59 0.1068
H -1.84 1.88 -4.22 0.1116
H -0.57 1.05 -3.13 0.0405
C 1.87 -1.96 -2.93 -0.0714
C 1.67 -3.41 -3.35 -0.2089
O 0.38 -3.61 -2.76 -0.0625
C -0.12 -4.88 -2.90 -0.4371
C -1.50 -4.98 -2.31 0.0293
O 0.42 -5.82 -3.54 0.0613
H 1.06 -1.46 -3.16 -0.0016
H 2.68 -1.58 -3.61 0.0986
H 2.30 -1.83 -1.91 0.0899
H 1.66 -3.45 -4.50 0.1441
H 2.49 -3.93 -2.74 0.1526
H -2.17 -4.07 -2.52 0.1224
H -1.61 -5.36 -1.31 0.1001
H -2.06 -5.60 -2.75 -0.0097
C 3.92 5.25 1.07 -0.0490
C 3.02 5.90 0.12 -0.2093
O 1.76 6.34 0.71 0.0138
C 0.60 6.21 0.13 -0.5150
C -0.53 6.38 1.15 0.0025
O 0.35 6.17 -1.12 0.0343
H 4.10 5.91 2.04 0.1455
H 4.82 5.08 0.55 0.0773
H 3.63 4.37 1.33 -0.0035
H 3.40 6.74 -0.31 0.0899
H 2.89 5.28 -0.80 0.1484
H -0.49 7.25 1.76 0.0595
H -0.65 5.56 1.96 0.1124
H -1.45 6.62 0.61 0.0806
C 1.79 -1.69 2.26 -0.0637
C 1.77 -0.25 2.20 -0.2873
O 0.98 0.30 3.19 0.0196
C 1.24 1.53 3.60 -0.5612
C 0.61 2.03 4.86 0.0396
O 2.15 2.16 3.17 0.1066
H 2.35 -2.07 3.17 0.1100
H 2.42 -2.00 1.31 0.1373
H 0.95 -2.22 2.25 0.0035
H 2.85 0.01 2.33 0.1519
H 1.45 -0.09 1.27 0.0655
H -0.08 2.70 4.80 0.0021
H 1.25 2.39 5.73 0.1202
H 0.22 0.93 5.26 0.1395
C -2.74 -0.24 4.73 -0.0952
C -2.43 -1.38 3.94 -0.2714
O -1.93 -2.43 4.75 0.0139
C -1.40 -3.41 3.98 -0.4691
C -1.10 -4.65 4.88 0.0150
O -1.26 -3.50 2.75 0.0602
H -2.91 0.51 4.10 0.0477
H -1.90 -0.03 5.31 0.0531
H -3.58 -0.39 5.41 0.1015
H -3.42 -1.59 3.42 0.1603
H -1.57 -1.00 3.18 0.1677
H -1.79 -5.43 4.56 0.0784
H -1.08 -4.51 5.93 0.0509
H -0.15 -5.24 4.68 0.1010
```

LUMO level = 0.508 eV
SMILES = CCOC(C)=O.CCOC(C)=O.CCOC(C)=O.CCOC(C)=O.CCOC(C)=O.CCOC(C)=O
total charge = 0
HOMO = -9.88 eV


(6)
A single C5H6O molecule. Source: OMol25; level of theory: ωB97M-V/def2-TZVPD.

XYZ file:
```
12
Properties=species:S:1:pos:R:3:lowdin_charge:R:1
C -1.28 -1.95 -1.10 0.1309
C -0.97 -1.23 -0.19 -0.0727
C -0.60 -0.38 0.93 -0.2764
O -1.01 0.98 0.88 -0.0023
C 0.38 0.72 0.79 -0.3078
C 1.08 1.02 -0.51 -0.0347
H -1.57 -2.58 -1.91 0.0305
H -0.73 -0.85 1.91 0.1455
H 0.93 0.99 1.70 0.1408
H 0.52 0.61 -1.36 0.0780
H 2.08 0.58 -0.50 0.0856
H 1.18 2.10 -0.64 0.0826
```

LUMO level = 1.099 eV
SMILES = C#C[C@@H]1O[C@@H]1C
total charge = 0
HOMO = -9.94 eV


(7)
A molecular structure, C30H26MgN6S5 in a non-equilibrium geometry. Source: OMol25; level of theory: ωB97M-V/def2-TZVPD.

XYZ file:
```
68
Properties=species:S:1:pos:R:3:lowdin_charge:R:1
Mg 0.28 0.94 -0.78 0.2905
C 3.19 1.54 -0.17 -0.1794
C 2.91 2.75 -1.07 -0.1745
N 1.53 2.67 -1.52 -0.1511
C 0.83 3.94 -1.53 -0.2949
C 0.44 4.41 -0.13 -0.4006
S -0.54 3.14 0.76 0.9114
C 0.52 2.61 2.15 -0.4157
C 1.96 2.31 1.78 -0.2528
N 2.06 1.33 0.71 -0.1128
H 3.29 0.66 -0.80 0.0964
H 4.13 1.68 0.38 0.1307
H 3.05 3.67 -0.51 0.1101
H 3.62 2.76 -1.90 0.1328
H 1.49 2.26 -2.46 0.0680
H 1.42 4.73 -2.02 0.1290
H -0.10 3.79 -2.09 0.0523
H 1.30 4.65 0.49 0.0674
H -0.20 5.28 -0.21 0.0801
H 0.48 3.38 2.91 0.0799
H 0.02 1.71 2.51 0.0754
H 2.45 3.24 1.47 0.1008
H 2.49 1.98 2.69 0.1317
H 2.10 0.40 1.10 0.1117
S -5.01 2.41 0.89 1.0807
C -6.61 2.50 1.50 -0.3987
C -7.00 1.34 2.09 -0.1807
C -6.00 0.35 2.05 -0.1132
C -4.85 0.77 1.43 -0.4654
C -3.63 0.04 1.23 -0.1728
C -2.57 0.63 0.51 -0.1333
N -1.40 0.06 0.34 0.0641
C -1.20 -1.18 0.80 -0.1283
C -2.21 -1.89 1.51 -0.1205
C -1.93 -3.22 1.95 -0.0085
C -0.75 -3.82 1.69 -0.0116
C 0.27 -3.15 0.95 -0.1188
C 1.51 -3.72 0.65 0.0744
C 2.44 -3.01 -0.11 -0.1770
C 2.04 -1.74 -0.56 -0.1381
N 0.93 -1.14 -0.22 0.0218
C 0.04 -1.82 0.52 -0.1314
C 3.76 -3.50 -0.41 -0.4592
C 4.32 -4.71 -0.10 -0.1125
C 5.67 -4.82 -0.50 -0.1796
C 6.13 -3.69 -1.10 -0.4031
S 4.93 -2.47 -1.21 1.0605
C -3.42 -1.24 1.75 0.0725
H -7.17 3.41 1.38 0.0641
H -7.97 1.20 2.53 0.1030
H -6.14 -0.63 2.47 0.1065
H -2.71 1.60 0.06 0.0227
H -2.70 -3.74 2.50 0.1187
H -0.54 -4.82 2.03 0.1172
H 1.74 -4.71 1.02 0.1230
H 2.68 -1.20 -1.25 0.0580
H 3.80 -5.51 0.38 0.1088
H 6.27 -5.70 -0.35 0.1051
H 7.11 -3.50 -1.49 0.0637
H -4.18 -1.74 2.33 0.1230
S 0.64 -0.20 -3.00 0.6128
C -1.02 0.24 -3.12 -1.1314
S -1.52 1.71 -2.40 0.6150
C -1.93 -0.56 -3.78 -0.4126
C -3.26 -0.13 -3.93 -0.2924
N -4.34 0.24 -4.08 0.1377
C -1.61 -1.85 -4.20 -0.2849
N -1.36 -2.94 -4.49 0.1342
```

LUMO level = -1.118 eV
total charge = 0
HOMO = -6.68 eV


no.,E (eV)
1,-31930.646
2,-90033.579
3,-24024.126
4,-92014.510
5,-50228.599
6,-7326.631
7,-100096.913